C34H29Br2NO7P | ωB97M-V/def2-TZVPD

The geometry in XYZ format:
```
74
Properties=species:S:1:pos:R:3:forces:R:3
C -0.3726 1.7393 5.4494 -0.2121 -0.1289 -0.2405
C -5.8517 -0.5727 -1.8367 0.0424 0.0001 -0.1010
H 2.4703 2.5098 4.8417 -0.1587 -0.0011 -0.0998
C -8.4997 -1.2996 -1.4295 0.0127 0.0140 0.0394
H -8.5010 -1.8680 -3.5009 0.0443 -0.0087 -0.0588
C 6.3042 -1.5096 -3.5444 0.0030 0.0276 -0.0338
H 6.6722 -0.3290 -5.2984 0.0153 0.0017 -0.0123
C -1.9954 0.0024 -4.8926 -0.0097 -0.0179 -0.0400
H -4.6060 -1.4393 -6.5039 -0.0674 -0.0101 0.0220
C 0.7435 1.3624 -1.7854 -0.1048 0.0770 0.0547
H -0.9845 0.3460 -5.0694 0.0156 0.0006 -0.0045
C 2.7575 0.8242 -3.1393 -0.0064 -0.0018 -0.0368
H -0.5613 -0.8177 3.1808 -0.0348 0.0205 -0.0580
O 3.6082 -2.1885 -0.4142 0.0244 0.0120 0.0441
C 3.9847 -0.0095 -3.2757 -0.0551 -0.0184 0.1123
C 1.2736 -0.7167 -0.0158 -0.0591 0.0160 0.1463
H 3.2854 2.7253 6.3745 -0.0731 -0.0730 0.2607
C -6.4290 -0.4189 -0.5830 -0.0739 -0.0002 0.0692
H -9.5329 -1.5765 -1.2703 -0.0166 -0.0075 0.0073
H 7.2102 -2.0903 -3.6506 0.0144 -0.0115 -0.0089
C 2.1415 -0.4668 -1.0705 0.0482 0.0240 -0.1155
O -6.6472 -1.7954 -5.1408 -0.0156 -0.0081 -0.0189
C 3.0222 1.9915 5.6221 0.4742 0.3941 0.2157
Br 0.0818 -0.9663 6.9290 0.0352 0.0307 0.0492
C 1.2881 -0.4443 4.0207 -0.1406 -0.2339 0.0862
H 0.5422 2.1661 -2.4802 0.0713 -0.0107 -0.0686
O 0.0230 3.9853 4.8078 0.1292 0.2903 0.1177
H -0.9824 1.7474 -0.5791 -0.0468 -0.0466 -0.0303
H -0.0160 -2.0354 4.1816 -0.0484 -0.0893 0.0121
C -3.8583 -0.2953 -3.4062 -0.1087 -0.0269 0.0290
H -0.5247 -0.1234 0.9737 -0.0910 -0.0508 -0.0443
H -1.9960 0.5792 -2.8279 -0.0408 -0.0283 0.0705
H 1.4840 -1.5335 0.6615 0.0426 -0.0333 -0.0232
H 5.3799 -0.4309 5.0056 0.0981 -0.0711 -0.0511
H 1.5864 0.2707 3.2656 0.1160 0.2294 -0.1228
O 2.4816 1.6838 -3.9461 -0.0063 0.0238 -0.0202
H 4.0763 -0.4446 6.1788 -0.1133 -0.0831 0.1042
O -3.7703 0.2781 -1.1192 0.0312 0.0254 0.0389
H -1.2939 1.2196 5.1841 -0.0593 -0.0961 -0.1268
C 3.3671 -1.3082 -1.2137 0.0316 -0.0101 0.0235
N 0.2470 -1.2982 3.5467 -0.0542 0.1554 0.0367
H 4.5697 0.5200 3.2585 0.1128 0.0448 -0.0618
H 5.0128 2.1913 5.0319 0.0839 0.1346 -0.0728
C -7.9281 -1.4626 -2.6791 -0.0959 -0.0257 0.0417
H -2.2848 -0.6792 -6.9074 0.0088 0.0014 -0.0167
Br -0.1851 2.3887 2.6159 -0.0283 -0.1340 -0.1333
P 0.9054 0.4701 5.5706 -0.1973 -0.4319 0.0770
C 1.8656 0.5644 -1.9686 0.0813 -0.0616 0.0212
O 2.1650 1.0121 6.3120 0.1009 0.2478 -0.3721
C 4.2701 1.3928 5.0010 -0.0316 -0.0774 -0.1439
C -0.1417 2.8703 4.4672 -0.0360 0.1594 0.1088
H 4.6033 1.0062 -5.0502 -0.0568 0.0352 0.0202
C 4.2828 -1.0139 -2.3495 -0.1028 0.0528 -0.0132
H -0.5196 2.1789 6.4333 0.1381 -0.0137 0.1973
C -2.5594 0.1359 -3.6364 0.1493 0.0444 -0.0512
C -6.6041 -1.1025 -2.8877 0.1077 0.0324 0.0076
H -8.1981 -0.6574 0.5959 -0.0146 0.0037 0.0125
C -7.7490 -0.7809 -0.3803 -0.0201 -0.0157 -0.0176
C 5.4463 -1.7592 -2.4877 0.0745 -0.0462 -0.0408
C -0.1066 1.1257 -0.7198 -0.0437 0.0032 0.0425
C -4.5980 -0.8563 -4.4494 -0.0377 0.0204 0.0935
H 2.1770 -1.0195 4.2777 0.1141 -0.0557 0.0642
H 5.5608 0.4860 6.4682 -0.0522 -0.0035 0.2663
H -5.8378 -0.0110 0.2242 0.0629 0.0239 -0.0239
H 5.6685 -2.5332 -1.7671 -0.0544 -0.0093 0.0427
C -4.4351 -0.1573 -2.0396 0.0335 -0.0018 0.0300
C 6.0023 -0.5175 -4.4708 0.0162 -0.0321 0.0220
C 0.1543 0.0771 0.1569 0.0258 0.0014 -0.0645
C -4.0257 -0.9975 -5.7064 0.0675 0.0066 -0.0769
C -6.0073 -1.2984 -4.2414 -0.0123 -0.0202 -0.0255
C 4.8350 0.1792 5.7230 0.1701 0.0740 -0.2470
C 4.8460 0.2314 -4.3371 0.0784 0.0001 -0.0632
O 3.9354 1.1348 3.6391 -0.3191 -0.2510 0.1307
C -2.7276 -0.5708 -5.9267 0.0240 0.0185 0.0227
```
Positions in Å, forces in eV/Å.

strongest force on any atom = 0.0127 hartree/bohr
multiplicity = 1
net charge = +1
LUMO energy = -0.1349 Eh
total energy = -7383.69482 Eh



C34H29BrN6O6P2S6Y | ωB97M-V/def2-TZVPD

The geometry in XYZ format:
```
85
Properties=species:S:1:pos:R:3:forces:R:3
H -0.8217 -0.6558 -6.7141 0.0081 -0.0080 -0.0224
C -2.8213 2.9834 -0.3017 0.0059 0.0023 -0.0288
H -0.7976 2.7220 0.3870 0.0031 0.0180 0.0236
N -1.7720 0.9226 0.3015 -0.1737 -0.0494 0.0678
S -1.6943 0.1253 -3.7862 0.0427 -0.0665 0.0106
C -2.0246 0.3871 4.4845 0.0281 -0.0633 -0.0647
C -5.1999 0.1565 -0.8353 -0.0015 -0.1412 -0.0368
H -4.7258 -3.9505 -0.5895 -0.0069 0.0069 -0.0008
C 2.8069 -2.5586 2.3917 0.0217 0.0054 0.2035
C 1.3767 -2.2589 -3.9140 0.0407 -0.0020 -0.0264
H 4.5018 1.0573 3.9062 -0.0088 0.0186 0.0048
H 3.8150 0.4166 -5.4169 0.0381 -0.0035 0.0090
H -1.6895 -0.6260 4.7058 -0.0173 0.0114 0.0107
S -7.3191 -0.6384 -1.5247 0.0824 0.0015 -0.0522
S 4.3670 -3.1899 2.9246 -0.0192 -0.0322 -0.1088
O 1.0327 1.4205 -0.1702 0.2019 -0.0649 -0.0261
H 4.4135 -0.3283 2.7917 -0.0218 -0.0094 0.0285
N -1.1629 -0.1545 -2.2678 0.0278 0.0316 -0.2908
H 2.4492 -3.1807 -5.5212 -0.0084 0.0000 -0.0222
H 2.7129 2.9691 1.0372 0.0203 0.0139 0.0042
C 0.6344 1.4053 4.5839 0.0232 0.0585 -0.0827
C -1.4594 2.9093 3.4219 0.0281 -0.0608 -0.0752
N -1.7276 -1.7688 0.4585 -0.0683 0.1262 0.0576
C -2.8743 -1.1957 0.0610 0.0647 -0.0778 -0.0578
H 2.5528 2.4629 4.5819 0.0065 -0.0099 0.0064
C 3.4110 2.3104 1.5538 -0.0656 -0.0094 0.0114
P -0.7759 1.1939 3.4141 0.0641 0.0338 0.0701
C 1.8385 -2.5006 3.3277 0.1736 -0.1625 0.0607
H 0.3026 1.9183 5.4914 -0.0282 0.0129 -0.0091
H -0.6848 -3.4974 0.7907 -0.0002 0.0227 0.0164
H -0.8185 3.5795 2.8483 -0.0005 0.0216 0.0082
C -2.6891 -3.9248 0.1024 -0.0003 0.0661 -0.0058
O -3.0000 -0.4592 -3.9669 0.0098 -0.0264 0.0142
H -2.5603 -4.9971 0.1269 0.0172 -0.0033 0.0037
H -4.8517 2.8540 -1.0055 0.0056 0.0088 -0.0085
H -2.4388 2.9028 2.9397 0.0017 -0.0010 -0.0052
H 3.4424 -0.3296 4.2691 0.0313 -0.0142 -0.0438
H -2.1783 0.9393 5.4139 0.0079 0.0201 0.0019
C 1.7694 2.1643 3.8806 -0.1335 -0.0925 -0.0082
C 1.9612 1.6532 -2.3384 0.0369 -0.1198 0.0512
C -2.9001 0.2739 -0.0229 -0.0437 0.0373 0.0601
H 1.9851 -2.6777 -3.1220 -0.0100 0.0141 0.0115
N 2.3964 1.7247 -4.6915 -0.0277 0.0265 -0.0492
H 0.9660 0.4012 4.8666 -0.0302 0.0006 0.0142
C -3.8761 -3.3516 -0.2888 -0.0175 -0.0239 -0.0134
C 3.2995 0.7638 -4.5289 -0.0612 -0.0329 0.0048
H -2.9714 0.3299 3.9441 -0.0140 -0.0073 0.0163
C -0.1127 -0.9466 -2.2644 0.0527 -0.0206 -0.0990
C -5.1727 -1.2669 -0.7558 -0.0192 0.1391 -0.0320
H 1.0245 2.9525 -3.7596 -0.0297 -0.0071 0.0144
H 3.0432 0.1701 -1.2045 0.0301 0.0142 -0.0006
C 3.5700 0.2004 -3.2927 -0.0008 -0.0669 -0.0216
C -0.2129 -1.1078 -5.9428 -0.0955 0.0310 -0.0270
P 2.4762 1.0952 2.5525 0.1414 -0.0539 -0.0512
C 0.3288 -1.4099 -3.6140 0.0190 -0.0856 -0.0420
H 1.3878 3.0763 3.4135 0.0066 0.0251 0.0056
C 1.2221 2.2229 -1.1562 0.0320 0.2492 0.0392
H 4.0937 2.8996 2.1694 0.0138 -0.0061 0.0122
O 0.5203 -1.3137 -1.2384 -0.1533 0.0226 -0.3289
S 2.6703 -2.0895 0.7236 -0.1452 0.1255 -0.1237
H -2.7179 4.0519 -0.4245 0.0130 0.0035 0.0059
S 2.2789 -3.0283 4.9517 -0.0454 -0.0092 -0.0299
C 3.9543 -3.4769 4.6113 -0.0265 0.1406 0.0663
C 3.8423 0.3017 3.4728 -0.0393 0.0107 0.0124
H 1.0701 -2.1673 -7.2915 -0.0055 0.0032 -0.0073
C -1.7383 2.2389 0.1636 -0.0195 -0.0263 -0.0335
C -4.0350 0.9433 -0.4830 0.0556 -0.0166 0.0247
C -3.9842 2.3303 -0.6263 -0.0200 -0.0204 -0.0040
N -6.3550 0.6329 -1.2592 -0.0485 0.0322 0.0547
H 3.9847 1.7680 0.8008 0.0197 0.0099 -0.0107
Y 0.4060 -0.4309 0.8200 0.0583 0.0583 0.5683
C 1.7509 2.1642 -3.6135 0.0619 0.0363 -0.0030
S 0.1736 -2.0319 3.0928 0.0079 0.0920 0.0694
O 0.8874 3.4017 -1.1701 -0.0765 -0.0462 -0.0172
N -6.3067 -1.8339 -1.1206 -0.0434 -0.0338 0.0491
Br 4.8534 -1.1870 -3.1574 -0.0045 0.0155 -0.0104
O -1.5387 1.5098 -4.1400 0.0136 0.0103 0.0174
C -1.6359 -3.0903 0.4694 -0.0028 -0.1147 0.0036
H -1.5695 3.2976 4.4369 0.0039 -0.0145 0.0142
C 0.8461 -1.9541 -6.2540 0.0312 -0.0215 0.0018
C 2.8817 0.6266 -2.1742 -0.0409 0.0067 0.0028
C -0.4560 -0.8637 -4.6083 -0.0096 0.0499 0.1411
O 4.7220 -3.8970 5.4434 0.0137 -0.0752 -0.0090
C -3.9795 -1.9622 -0.3167 0.0207 0.0227 -0.0085
C 1.6266 -2.5297 -5.2540 -0.0020 0.0433 0.0234
```
Positions in Å, forces in eV/Å.

strongest force on any atom = 0.0112 hartree/bohr
energy above the lowest of the compared OMol25 structures with the same formula, charge and spin = 18.0 kJ/mol
multiplicity = 1
net charge = -1
LUMO energy = 0.0463 Eh
total energy = -7777.65333 Eh



C34H29BrN6O6P2S6Y | ωB97M-V/def2-TZVPD

The geometry in XYZ format:
```
85
Properties=species:S:1:pos:R:3:forces:R:3
N -0.5202 2.4356 0.5890 0.0718 -0.0120 -0.0022
C -1.4030 -2.8113 -0.2649 -0.0248 0.3444 0.3586
H -4.0617 -3.1356 0.0521 0.0007 -0.0128 0.0022
C -0.4963 -3.0143 3.5970 -0.0010 0.0216 0.0216
H -0.8759 -4.0154 3.7382 -0.0026 -0.0048 -0.0083
H -1.2448 -0.8344 -2.1600 -0.0136 0.0191 0.0346
Y 1.3471 -0.8488 -0.1502 -0.0260 -0.3519 -0.1617
O -1.0355 4.3022 2.2162 0.0047 0.0161 -0.0071
H 0.4577 -3.4840 1.7175 0.0140 0.0042 0.0145
C 0.1091 1.6727 4.8286 0.0071 0.0087 -0.0193
C 1.9921 2.8739 -2.0812 0.0078 -0.0389 -0.0001
C -3.8422 -2.3632 -0.6725 -0.0056 -0.0001 -0.0572
C -4.4849 -0.6319 -2.2021 0.0040 -0.0073 -0.0035
N -1.1976 0.3980 6.2208 0.0147 -0.0149 0.0142
P 1.7159 -1.7604 -3.0067 0.0732 -0.0399 0.0342
C -0.7680 -2.0055 4.4860 -0.0071 -0.0264 -0.0020
O -0.6957 0.1521 0.4249 0.0874 0.1472 -0.0790
H 1.8633 3.5438 -2.9340 0.0088 0.0125 0.0068
O -1.6709 4.5538 -0.1477 -0.0064 0.0144 -0.0079
H -0.4329 -1.6360 -4.1598 0.0063 -0.0214 -0.0174
N -0.1801 2.5964 5.7278 0.0209 0.0046 0.0093
H -6.1565 2.3681 2.1621 -0.0032 -0.0045 0.0028
S 5.8411 -3.7031 -0.3048 -0.0110 0.0088 0.0098
C -1.1673 1.2889 0.6702 -0.1732 -0.0294 0.0760
H 1.4022 3.9270 3.9945 0.0075 0.0064 0.0024
C -3.5218 0.4064 1.3090 0.0305 0.0162 0.0324
S 3.8367 0.0941 -1.0007 0.0171 0.0162 -0.0420
C 4.5714 -2.4825 -0.3028 0.0002 -0.0129 0.0049
C 2.3668 3.1369 2.2412 -0.0196 0.0017 0.0133
C 1.5672 3.0719 3.3540 -0.0229 0.0025 -0.0133
N 1.8642 0.8665 1.6803 0.0024 0.0290 0.0484
H 3.9245 -2.7209 -2.8854 -0.0008 0.0066 0.0011
C 7.0938 -2.7413 -1.0909 -0.0010 -0.0135 -0.0462
C 2.3266 -0.4190 -4.1010 -0.0023 0.0188 -0.0202
C -4.2085 3.1191 1.6830 0.0073 0.0040 0.0063
H -1.4181 1.4121 -2.8679 0.0075 -0.0083 0.0065
H 2.8793 4.0484 1.9687 0.0053 -0.0037 -0.0089
H 0.4751 0.6115 -4.5165 -0.0136 -0.0131 0.0192
P 0.9689 1.3711 -2.2972 -0.1115 0.0628 -0.0489
H -5.5578 0.0036 1.8420 -0.0064 0.0015 -0.0007
C 0.9422 1.8616 3.6559 -0.0147 0.0229 0.0459
C -2.5986 1.4156 1.1067 -0.0005 -0.0326 -0.0067
H -0.1683 -3.2197 -3.4353 0.0047 -0.0065 0.0017
H -4.4630 4.1601 1.8300 -0.0028 0.0050 0.0006
O -1.7192 -3.6168 0.6075 -0.0231 -0.1410 -0.1786
C 2.9658 -3.0611 -3.2768 -0.0201 0.0063 -0.0080
S 3.0357 -2.9630 0.3667 0.0208 0.0395 0.0143
N 0.7272 -1.5134 2.2039 -0.0275 -0.0424 0.0115
S -1.4759 3.6908 0.9878 0.0413 0.0009 0.0163
C 0.5032 -0.5271 3.0870 0.0183 0.0562 -0.0099
C -4.8082 0.7696 1.6889 0.0101 0.0028 0.0005
H 2.6771 -3.9494 -2.7147 0.0055 -0.0033 -0.0001
H 1.8775 1.6625 -4.5356 -0.0312 0.0033 -0.0237
C 2.4855 2.0089 1.4318 0.0028 0.0169 0.0218
C -2.9395 2.7369 1.3006 -0.0274 -0.0123 -0.0020
S 6.5181 -1.1189 -1.4864 -0.0107 0.0086 0.0105
H -1.3665 -2.1706 5.3725 -0.0006 -0.0003 -0.0008
C -0.4739 0.4056 5.1150 -0.0089 -0.0288 -0.0120
C -0.2541 -0.7289 4.2380 -0.0268 0.0368 0.0164
C 1.4254 0.8142 -4.0141 0.0253 -0.0243 0.0364
N -3.2200 -0.3656 -2.5149 -0.0104 0.0074 0.0257
H 3.0622 -3.3031 -4.3377 0.0035 -0.0027 0.0006
C 0.3126 -2.4158 -3.9938 0.0020 0.0273 0.0363
H -3.2358 -0.6275 1.1696 -0.0026 0.0396 0.0342
C -5.1469 2.1090 1.8695 -0.0010 -0.0013 -0.0041
H 3.1141 2.0194 0.5504 -0.0086 -0.0039 -0.0128
H 3.0433 2.6012 -1.9842 0.0051 0.0025 0.0017
C -4.8268 -1.6201 -1.2935 -0.0153 -0.0074 -0.0042
C -2.2711 -1.0721 -1.9064 0.0216 -0.0354 -0.0239
O 8.2048 -3.1434 -1.3400 0.0107 0.0016 0.0215
C -0.6403 2.1573 -2.6945 0.0527 0.0234 0.0066
C -2.5219 -2.0737 -0.9787 -0.0416 -0.1327 -0.1547
H 3.3352 -0.1802 -3.7619 -0.0032 -0.0075 0.0200
H 2.3884 -0.7777 -5.1334 0.0030 0.0179 -0.0062
H -0.9457 2.8009 -1.8718 -0.0160 0.0048 0.0013
H -0.5334 2.7716 -3.5925 -0.0026 -0.0094 -0.0118
C 1.1170 0.7796 2.7953 0.0044 -0.0726 -0.0160
C 0.2591 -2.7230 2.4582 0.0035 0.0035 0.0078
H -5.2512 -0.0417 -2.6906 -0.0074 0.0004 0.0063
O -0.2192 -2.4660 -0.5946 0.1408 0.0887 -0.0081
H 1.6609 3.3841 -1.1753 -0.0081 -0.0050 0.0046
C 4.8889 -1.2937 -0.8447 -0.0066 0.0011 0.0106
Br -6.6571 -1.9220 -0.8945 0.0081 0.0038 0.0020
S -1.1246 1.8932 6.8336 -0.0019 -0.0025 -0.0392
H 0.6536 -2.7938 -4.9602 -0.0114 -0.0008 -0.0057
```
Positions in Å, forces in eV/Å.

strongest force on any atom = 0.0097 hartree/bohr
energy above the lowest of the compared OMol25 structures with the same formula, charge and spin = 0.0 kJ/mol
multiplicity = 1
net charge = -1
LUMO energy = 0.0468 Eh
total energy = -7777.66017 Eh